[1]
42
Properties=species:S:1:pos:R:3 method="wB97M-V/def2-TZVPD" s2=6.05 energy_ha=-1983.60545 multiplicity=5 total_charge=+1
Ir -0.68 1.23 -0.61
C 2.51 0.73 -0.94
N 1.67 1.55 -0.07
C 2.02 2.96 -0.21
C 1.75 1.11 1.33
C 0.46 1.43 2.10
N -0.62 0.79 1.39
C -1.74 0.37 1.99
C -2.59 -0.50 1.26
F -2.21 -0.78 -0.02
C -3.75 -1.03 1.78
F -4.49 -1.86 1.06
C -4.17 -0.68 3.06
C -3.39 0.22 3.78
F -3.81 0.63 4.97
C -2.20 0.72 3.28
F -1.52 1.62 4.01
H 3.56 0.77 -0.62
H 2.43 1.10 -1.96
H 2.18 -0.31 -0.91
H 3.07 3.13 0.02
H 1.42 3.57 0.46
H 1.82 3.29 -1.23
H 2.61 1.57 1.83
H 1.88 0.03 1.34
H 0.29 2.52 2.15
H 0.55 1.06 3.12
H -5.09 -1.06 3.47
F -2.76 3.29 -4.87
C -2.28 2.92 -3.69
F -3.32 2.73 -2.86
F -1.58 3.96 -3.19
C -1.42 1.69 -3.76
C -1.11 1.04 -4.95
C -0.29 -0.08 -4.93
C 0.19 -0.55 -3.72
N -0.11 0.10 -2.61
C -0.86 1.18 -2.60
S -1.35 3.31 -0.19
H -1.52 1.42 -5.88
H -0.03 -0.58 -5.85
H 0.82 -1.43 -3.65

=====

[2]
35
Properties=species:S:1:pos:R:3 method="wB97M-V/def2-TZVPD" de_lowest_kcal_mol=38.40
N -4.16 -0.20 4.84
C -3.08 -0.27 4.00
C -3.04 0.44 2.81
C -1.95 0.25 1.96
C -0.80 -0.53 2.38
C 0.28 -0.57 1.44
C 1.58 -0.72 1.96
N 2.74 -0.57 1.15
C 2.57 -0.43 -0.16
C 3.61 -0.04 -0.99
C 3.48 0.29 -2.35
C 2.21 0.16 -2.87
O 2.03 0.49 -4.22
C 0.80 0.44 -4.85
C 0.12 1.81 -4.68
F -0.93 1.85 -5.49
C 1.11 -0.28 -2.08
C 1.21 -0.38 -0.69
N 0.10 -0.39 0.09
C -0.87 -1.33 3.56
C -2.02 -1.17 4.37
H -4.80 0.62 4.58
H -4.63 -1.11 4.77
H -3.91 1.05 2.53
H -1.81 0.82 1.08
H 1.63 -1.09 2.97
H 4.64 -0.03 -0.54
H 4.28 0.53 -3.01
H 0.25 -0.42 -4.60
H 1.09 0.40 -6.00
H -0.26 1.94 -3.69
H 0.84 2.62 -4.78
H 0.07 -0.20 -2.42
H -0.23 -2.17 3.65
H -2.15 -1.79 5.26